[1]
53
Properties=species:S:1:pos:R:3:mulliken_charge:R:1 method="wB97M-V/def2-TZVPD" homo_ev=-8.432 de_lowest_kj_mol=0.0 fmax_ha_per_bohr=0.0360 homo_lumo_gap_ha=0.3207 charge=0 molar_mass_g_mol=475.55 smiles="CCOC(=O)c1sc(NC(=O)CSc2nnnn2-c2ccccc2)c(C(=O)OCC)c1C"
C 0.334 4.718 6.199 -1.242
C 1.025 4.950 4.869 -0.261
H 2.116 4.928 4.973 0.325
H 0.746 5.918 4.437 0.315
O 0.627 3.915 3.973 -0.238
C 1.188 3.923 2.756 0.645
O 1.997 4.750 2.400 -0.655
C 0.682 2.808 1.965 0.349
C 0.980 2.452 0.673 -0.614
C 0.267 1.283 0.280 -0.272
C -0.547 0.811 1.306 0.403
N -1.350 -0.284 1.191 0.355
C -2.174 -0.713 2.180 0.707
O -2.223 -0.173 3.262 -0.652
C -3.041 -1.899 1.803 -0.775
H -3.922 -1.547 1.262 0.355
H -3.342 -2.433 2.703 0.444
S -2.203 -3.104 0.721 -0.259
C -2.536 -2.374 -0.816 0.040
N -3.405 -1.400 -1.009 0.033
N -3.347 -1.104 -2.297 -0.824
N -2.505 -1.821 -2.903 -0.258
N -1.950 -2.659 -2.014 0.704
C -0.926 -3.541 -2.373 0.933
C -0.595 -4.633 -1.582 -0.662
C 0.437 -5.466 -1.976 -0.863
C 1.127 -5.220 -3.151 -0.477
C 0.781 -4.138 -3.944 -0.598
C -0.245 -3.295 -3.561 -0.224
H -0.532 -2.448 -4.163 0.543
H 1.313 -3.947 -4.863 0.407
H 1.932 -5.875 -3.451 0.406
H 0.697 -6.313 -1.361 0.386
H -1.140 -4.839 -0.674 0.433
H -1.288 -0.723 0.266 -0.002
S -0.475 1.745 2.734 -0.205
C 0.299 0.587 -1.003 1.197
O -0.295 -0.467 -1.205 -0.509
O 1.012 1.194 -1.943 -0.308
C 1.056 0.571 -3.228 -0.289
C 2.095 -0.540 -3.275 -1.054
H 1.819 -1.343 -2.596 0.214
H 2.154 -0.939 -4.284 0.370
H 3.071 -0.153 -2.989 0.383
H 0.063 0.175 -3.465 0.275
H 1.309 1.377 -3.919 0.369
C 1.930 3.192 -0.200 -1.322
H 2.713 2.524 -0.550 0.288
H 2.370 4.019 0.348 0.371
H 1.407 3.573 -1.076 0.289
H 0.617 5.498 6.900 0.400
H -0.744 4.730 6.066 0.313
H 0.621 3.752 6.605 0.311

=====

[2]
92
Properties=species:S:1:pos:R:3:mulliken_charge:R:1 method="wB97M-V/def2-TZVPD" homo_ev=-8.443 de_lowest_kj_mol=31.7 fmax_ha_per_bohr=0.0095 homo_lumo_gap_ha=0.3143 charge=0 molar_mass_g_mol=820.57
Ti -0.205 -0.363 0.093 -0.323
O 5.714 1.436 0.499 -0.545
C 4.410 1.092 0.451 0.946
C 3.613 1.032 1.597 -0.733
C 2.295 0.668 1.436 0.080
N 1.813 0.391 0.239 0.811
C 2.547 0.451 -0.860 0.447
C 3.875 0.803 -0.808 -0.924
C 1.705 0.134 -2.090 0.119
O 2.171 0.185 -3.203 -0.718
O 0.461 -0.125 -1.770 0.093
C 1.224 0.545 2.511 0.196
O 1.466 0.839 3.660 -0.745
O 0.087 0.132 2.024 -0.510
H 5.976 1.614 1.410 0.317
H 3.995 1.261 2.584 0.483
H 4.479 0.858 -1.703 0.610
N -2.023 -0.454 -0.148 0.705
P -3.059 -0.710 -1.297 -0.918
N -3.122 -2.283 -1.798 0.680
C -1.834 -3.007 -1.859 0.927
C -2.019 -4.374 -2.501 -1.020
C -3.192 -5.108 -1.859 -0.563
C -4.504 -4.308 -2.016 -0.740
C -4.238 -2.891 -2.521 -1.191
N -2.711 0.194 -2.641 0.615
C -2.719 -0.323 -4.006 -0.423
C -3.682 0.463 -4.886 -0.779
C -3.289 1.939 -4.885 -0.850
C -3.196 2.471 -3.456 -0.770
C -2.289 1.589 -2.601 -0.970
N -4.645 -0.427 -0.815 0.250
C -5.002 0.994 -0.624 0.182
C -4.967 1.386 0.849 -0.062
C -6.052 0.628 1.625 -0.826
C -6.344 -0.717 0.948 -1.133
C -5.090 -1.289 0.306 0.196
H -1.459 -3.131 -0.844 -0.756
H -1.085 -2.424 -2.407 -0.121
H -1.093 -4.939 -2.372 0.445
H -2.175 -4.277 -3.579 0.397
H -2.971 -5.248 -0.798 0.102
H -3.298 -6.104 -2.289 0.459
H -5.025 -4.264 -1.059 0.237
H -5.178 -4.801 -2.720 0.417
H -5.115 -2.258 -2.404 0.577
H -4.031 -2.930 -3.598 0.534
H -2.949 -1.383 -4.002 0.056
H -1.700 -0.217 -4.403 0.325
H -4.699 0.342 -4.498 0.315
H -3.666 0.063 -5.903 0.369
H -3.999 2.531 -5.465 0.458
H -2.313 2.045 -5.372 0.319
H -4.199 2.496 -3.018 0.253
H -2.813 3.495 -3.451 0.328
H -2.262 1.929 -1.569 0.289
H -1.261 1.647 -2.984 0.622
H -6.000 1.177 -1.037 0.402
H -4.316 1.614 -1.192 -0.495
H -5.091 2.466 0.952 0.620
H -3.977 1.130 1.234 -0.325
H -6.968 1.220 1.677 0.287
H -5.724 0.464 2.653 0.373
H -7.110 -0.600 0.176 0.322
H -6.735 -1.436 1.669 0.443
H -5.295 -2.286 -0.076 -0.144
H -4.299 -1.386 1.062 0.154
I 0.872 5.501 -2.034 0.078
C -0.105 4.250 -0.690 -0.762
C -0.988 4.752 0.251 -0.161
C -1.613 3.860 1.108 -1.249
C -1.335 2.509 0.991 -0.335
N -0.489 2.031 0.075 0.817
C 0.119 2.884 -0.745 -0.073
H -1.182 5.814 0.316 0.420
H -2.305 4.206 1.863 0.501
H -1.792 1.775 1.639 0.667
H 0.783 2.462 -1.489 0.270
C 1.675 -4.575 0.106 -1.215
Si 0.746 -3.390 1.212 0.727
C -0.858 -4.158 1.785 -1.053
C 1.787 -2.899 2.677 -1.105
O 0.396 -2.050 0.328 -0.511
H 1.544 -5.612 0.427 0.394
H 2.746 -4.360 0.093 0.317
H 1.305 -4.489 -0.919 0.292
H -0.703 -4.803 2.654 0.486
H -1.317 -4.764 0.999 0.127
H -1.565 -3.373 2.065 0.243
H 2.060 -3.775 3.273 0.471
H 1.252 -2.202 3.326 0.236
H 2.713 -2.418 2.351 0.241

=====

[3]
25
Properties=species:S:1:pos:R:3:mulliken_charge:R:1 method="wB97M-V/def2-TZVPD" homo_ev=-8.523 de_lowest_kj_mol=352.7 fmax_ha_per_bohr=0.0314 homo_lumo_gap_ha=0.3465 charge=0 molar_mass_g_mol=132.21 smiles="C=C(C)ON.CCNC"
C 1.093 -1.686 -1.066 -0.324
C 1.655 -0.518 1.033 -0.949
C 1.844 -1.644 -2.400 -1.147
N 1.437 -0.425 -0.398 -0.289
H 0.722 0.269 -0.585 0.142
H 0.011 -1.811 -1.231 0.262
H 1.472 -2.509 -0.451 0.394
H 1.780 0.491 1.432 0.323
H 2.568 -1.088 1.209 0.372
H 0.832 -0.995 1.589 0.318
H 1.419 -0.890 -3.061 0.262
H 2.866 -1.315 -2.034 0.306
H 1.821 -2.614 -2.900 0.353
C -2.298 0.186 0.471 -0.814
C -1.659 1.283 1.262 0.875
N -0.824 2.055 -0.812 -0.563
C -1.617 1.327 2.588 -1.045
O -1.068 2.319 0.577 -0.251
H -1.482 2.636 -1.332 0.225
H 0.115 2.420 -0.975 0.258
H -2.706 -0.563 1.142 0.336
H -1.571 -0.280 -0.191 0.073
H -3.098 0.589 -0.150 0.334
H -2.150 0.608 3.181 0.259
H -1.161 2.154 3.102 0.290

=====

[4]
12
Properties=species:S:1:pos:R:3:mulliken_charge:R:1 method="wB97M-V/def2-TZVPD" homo_ev=-15.587 de_lowest_kj_mol=108.5 fmax_ha_per_bohr=0.0735 homo_lumo_gap_ha=0.4215 charge=+1 molar_mass_g_mol=88.09 smiles="O=C1C[NH2+]CO1"
C -2.057 -0.083 -0.079 0.578
C -0.724 -1.016 0.057 -0.387
C -0.177 1.275 0.172 -0.302
N 0.356 -0.045 -0.310 -0.121
O -3.187 -0.452 0.051 -0.410
O -1.588 1.171 -0.111 -0.298
H -0.507 -1.182 1.135 0.314
H -0.876 -1.967 -0.637 0.333
H -0.237 1.304 1.323 0.333
H 0.342 2.084 -0.365 0.348
H 1.243 -0.161 0.026 0.271
H 0.572 0.035 -1.277 0.341